1.
Formula: CH11N2O3
Source: OMol25
Level of theory: ωB97M-V with the def2-TZVPD basis set

Computed properties:
Energy above the lowest of the compared OMol25 structures with the same formula, charge and spin   1.506 eV
Multiplicity   1
Total charge   +1
Kohn-Sham gap   11.76 eV
Lowest unoccupied orbital energy   -3.443 eV
HOMO   -0.5588 hartree
Energy   -379.68795 hartree

Atoms and positions in Å:
N1 -0.549 -1.218 -0.057
C1 -0.667 -0.587 1.079
N2 -0.268 0.678 1.421
H1 0.324 -0.982 -0.483
H2 -0.810 -2.225 -0.203
H3 -1.381 -0.977 1.699
H4 -0.975 1.314 1.961
H5 0.228 1.112 0.617
H6 -1.354 -4.096 -1.283
H7 -2.522 -3.557 -1.881
O1 -2.019 -3.386 -1.030
H8 0.450 1.580 -2.060
H9 1.493 1.839 -0.957
O2 0.669 1.372 -1.154
H10 3.102 3.426 0.003
H11 2.183 3.369 1.110
O3 2.472 2.826 0.366

2.
Formula: C22H19N4O2Tc
Source: OMol25
Level of theory: ωB97M-V with the def2-TZVPD basis set

Computed properties:
Energy above the lowest of the compared OMol25 structures with the same formula, charge and spin   1.758 eV
Multiplicity   1
Total charge   +2
Kohn-Sham gap   6.55 eV
Lowest unoccupied orbital energy   -8.663 eV
HOMO   -0.5589 hartree
Energy   -1299.35786 hartree

Atoms and positions in Å:
Tc1 -0.284 0.220 -1.010
C1 4.758 1.516 0.947
N1 3.679 1.280 0.028
C2 3.785 1.260 -1.328
C3 2.558 0.914 -1.816
N2 1.715 0.731 -0.762
C4 2.422 0.964 0.342
H1 5.407 0.640 0.985
H2 4.360 1.702 1.942
H3 5.357 2.368 0.624
H4 4.694 1.495 -1.845
H5 2.259 0.781 -2.839
H6 2.021 0.892 1.338
N3 -7.374 -0.125 0.166
C5 -6.238 -0.245 0.159
C6 -4.818 -0.343 0.118
C7 -4.060 -0.036 1.248
C8 -2.671 -0.063 1.172
C9 -2.088 -0.384 -0.029
C10 -2.813 -0.769 -1.140
C11 -4.201 -0.718 -1.074
H7 -4.545 0.237 2.175
H8 -2.083 0.185 2.046
H9 -2.351 -1.127 -2.065
H10 -4.794 -0.984 -1.936
O1 -0.057 2.339 2.460
C12 -0.405 2.717 1.384
C13 -0.796 4.120 0.939
C14 -1.009 4.049 -0.575
C15 -0.801 2.604 -0.855
O2 -0.829 1.970 -1.920
N4 -0.499 1.915 0.251
H11 -0.013 4.817 1.234
H12 -1.699 4.412 1.476
H13 -0.293 4.649 -1.142
H14 -2.000 4.378 -0.889
C16 0.248 -1.457 -0.354
C17 0.689 -2.728 -0.127
C18 1.164 -3.191 1.131
C19 1.617 -4.481 1.266
C20 1.616 -5.351 0.177
C21 1.144 -4.920 -1.063
C22 0.687 -3.638 -1.229
H15 1.140 -2.502 1.958
H16 1.963 -4.830 2.227
H17 1.986 -6.358 0.293
H18 1.139 -5.601 -1.901
H19 0.320 -3.303 -2.187

3.
Formula: C26H18O
Source: OMol25
Level of theory: ωB97M-V with the def2-TZVPD basis set

Computed properties:
Energy above the lowest of the compared OMol25 structures with the same formula, charge and spin   0.197 eV
SMILES string   O=CC1=C2C=CC=C(C=C3c4ccccc4-c4ccccc43)C(=CC=C1)C2
Multiplicity   1
Kohn-Sham gap   7.51 eV
Lowest unoccupied orbital energy   -0.510 eV
HOMO   -0.2949 hartree
Energy   -1076.61888 hartree

Atoms and positions in Å:
O1 -3.864 2.418 2.828
C1 -2.985 1.913 3.609
C2 -2.566 0.520 3.427
C3 -1.260 0.164 3.640
C4 -0.126 1.196 3.749
C5 0.916 1.039 2.864
C6 1.404 -0.025 1.950
C7 0.727 -1.094 1.351
C8 1.194 -1.578 -0.015
C9 0.856 -0.971 -1.195
C10 0.283 0.410 -1.431
C11 -0.568 1.226 -0.679
C12 -0.742 2.562 -1.129
C13 -0.057 3.091 -2.278
C14 0.700 2.214 -3.113
C15 0.795 0.889 -2.685
C16 1.452 -0.144 -3.300
C17 2.144 -0.144 -4.545
C18 2.738 -1.306 -5.069
C19 2.820 -2.434 -4.245
C20 2.423 -2.339 -2.912
C21 1.571 -1.255 -2.444
C22 -0.587 -1.484 2.050
C23 -1.724 -1.785 1.318
C24 -3.124 -1.422 1.714
C25 -3.441 -0.491 2.697
C26 -0.691 -1.233 3.446
H1 -2.643 2.483 4.458
H2 -0.243 2.224 4.136
H3 1.665 1.783 3.003
H4 2.350 0.187 1.493
H5 1.877 -2.327 -0.140
H6 -0.982 0.818 0.197
H7 -1.432 3.205 -0.520
H8 -0.204 4.101 -2.590
H9 1.342 2.573 -3.874
H10 2.127 0.690 -5.158
H11 3.235 -1.346 -6.032
H12 3.354 -3.317 -4.645
H13 2.562 -3.096 -2.212
H14 -1.581 -2.117 0.237
H15 -4.033 -1.814 1.303
H16 -4.540 -0.620 2.816
H17 -1.380 -1.918 3.989
H18 0.236 -1.443 3.934

4.
Formula: C33H97N17O12
Source: OMol25
Level of theory: ωB97M-V with the def2-TZVPD basis set

Computed properties:
Energy above the lowest of the compared OMol25 structures with the same formula, charge and spin   2.220 eV
SMILES string   COC[C@H](C)N.COC[C@H](C)N.COC[C@H](C)N.COC[C@H](C)N.COC[C@H](C)N.COC[C@H](C)N.COC[C@H](C)N.NC(N)=O.NC(N)=O.NC(N)=O.NC(N)=O.NC(N)=O
Multiplicity   1
Kohn-Sham gap   9.20 eV
Lowest unoccupied orbital energy   0.509 eV
HOMO   -0.3193 hartree
Energy   -3149.28399 hartree

Atoms and positions in Å:
C1 6.481 0.729 -6.766
O1 5.146 1.023 -6.467
C2 4.352 -0.158 -6.523
C3 2.922 0.029 -5.974
C4 3.051 0.566 -4.503
N1 2.257 -1.256 -5.938
H1 6.724 -0.167 -6.187
H2 7.205 1.587 -6.538
H3 6.470 0.426 -7.782
H4 4.246 -0.368 -7.614
H5 4.834 -1.025 -6.085
H6 2.517 0.799 -6.728
H7 2.143 0.445 -3.896
H8 3.317 1.631 -4.599
H9 3.827 0.069 -4.041
H10 2.157 -1.809 -6.854
H11 1.254 -1.030 -5.677
C5 4.801 -0.860 0.992
O2 3.895 -0.415 2.048
C6 4.305 0.847 2.588
C7 3.421 1.209 3.865
C8 3.435 2.742 4.078
N2 3.747 0.470 5.130
H12 5.735 -0.334 0.995
H13 4.345 -0.620 0.003
H14 4.899 -1.914 0.974
H15 5.364 0.836 2.969
H16 4.054 1.681 1.953
H17 2.442 0.838 3.576
H18 3.002 2.934 5.043
H19 2.855 3.324 3.313
H20 4.450 3.184 4.060
H21 3.872 -0.522 4.907
H22 4.641 0.766 5.477
C9 -0.065 1.543 -5.847
O3 -1.435 1.701 -5.660
C10 -1.698 2.523 -4.569
C11 -3.222 2.659 -4.303
C12 -4.011 3.154 -5.525
N3 -3.240 3.626 -3.222
H23 0.427 1.293 -4.927
H24 0.441 2.456 -6.189
H25 0.080 0.721 -6.518
H26 -1.287 2.149 -3.580
H27 -1.395 3.535 -4.826
H28 -3.574 1.617 -4.203
H29 -3.760 4.193 -5.629
H30 -5.108 3.221 -5.375
H31 -3.789 2.438 -6.318
H32 -4.214 3.951 -3.037
H33 -2.898 3.287 -2.304
C13 0.773 3.593 7.331
O4 0.025 2.434 7.253
C14 0.687 1.405 6.582
C15 -0.267 0.211 6.474
C16 0.473 -0.854 5.628
N4 -1.646 0.619 6.101
H34 1.006 3.978 6.320
H35 1.695 3.405 7.846
H36 0.204 4.336 7.890
H37 0.921 1.666 5.536
H38 1.620 1.150 7.163
H39 -0.136 -0.133 7.549
H40 0.054 -1.835 5.863
H41 1.519 -0.957 6.108
H42 0.426 -0.647 4.565
H43 -1.817 1.506 6.538
H44 -2.416 -0.008 6.303
C17 -4.581 1.590 -0.319
O5 -4.042 0.478 0.450
C18 -3.837 -0.664 -0.341
C19 -5.037 -1.214 -1.033
C20 -6.164 -1.451 -0.016
N5 -4.630 -2.415 -1.777
H45 -4.273 2.475 0.215
H46 -5.684 1.595 -0.396
H47 -4.150 1.548 -1.306
H48 -2.927 -0.567 -0.962
H49 -3.457 -1.370 0.375
H50 -5.372 -0.511 -1.763
H51 -7.026 -2.010 -0.525
H52 -6.694 -0.566 0.342
H53 -5.931 -1.986 0.931
H54 -5.346 -2.627 -2.444
H55 -4.527 -3.237 -1.179
C21 -4.015 5.870 0.074
O6 -3.819 4.838 1.086
C22 -2.424 4.708 1.464
C23 -2.323 3.752 2.602
C24 -2.916 4.454 3.853
N6 -0.898 3.340 2.725
H56 -5.032 6.024 -0.036
H57 -3.606 5.544 -0.828
H58 -3.467 6.770 0.370
H59 -1.853 4.333 0.621
H60 -2.065 5.661 1.939
H61 -2.976 2.894 2.491
H62 -2.939 3.814 4.708
H63 -3.898 4.828 3.645
H64 -2.346 5.276 4.141
H65 -0.644 2.810 3.562
H66 -0.687 2.683 2.011
C25 1.070 2.839 0.202
O7 0.058 1.860 0.352
C26 0.673 0.504 0.286
C27 -0.313 -0.573 0.805
C28 -0.486 -0.442 2.312
N7 0.216 -1.913 0.340
H67 1.487 2.831 -0.779
H68 1.875 2.721 0.944
H69 0.604 3.867 0.418
H70 0.966 0.271 -0.777
H71 1.589 0.533 0.909
H72 -1.287 -0.453 0.399
H73 -1.013 -1.304 2.634
H74 -0.905 0.470 2.735
H75 0.485 -0.564 2.827
H76 -0.451 -2.650 0.546
H77 1.056 -2.141 0.937
N8 0.353 -5.263 -0.887
C29 0.875 -5.449 0.364
N9 2.202 -5.302 0.437
O8 0.200 -5.922 1.262
H78 0.953 -4.903 -1.634
H79 -0.566 -5.662 -1.039
H80 2.735 -5.218 -0.441
H81 2.621 -5.640 1.301
N10 -1.329 -2.334 -2.514
C30 -1.081 -1.486 -3.619
N11 -2.069 -1.152 -4.426
O9 0.091 -1.129 -3.874
H82 -2.287 -2.573 -2.252
H83 -0.659 -2.341 -1.741
H84 -2.994 -1.290 -4.056
H85 -1.963 -0.374 -5.108
N12 2.228 -2.621 -2.426
C31 2.644 -3.754 -2.997
N13 2.974 -3.768 -4.318
O10 2.689 -4.773 -2.301
H86 1.793 -2.001 -3.091
H87 1.569 -2.728 -1.651
H88 3.539 -4.536 -4.674
H89 3.045 -2.836 -4.802
N14 -2.203 -4.115 1.210
C32 -3.180 -4.787 0.619
N15 -2.897 -5.944 -0.023
O11 -4.358 -4.421 0.608
H90 -2.399 -3.526 1.928
H91 -1.358 -4.695 1.302
H92 -3.716 -6.583 -0.092
H93 -2.110 -6.502 0.414
N16 2.418 -4.308 4.017
C33 3.252 -3.232 4.135
N17 4.096 -3.148 3.037
O12 3.354 -2.592 5.142
H94 1.703 -4.334 4.756
H95 2.072 -4.481 3.059
H96 4.425 -4.067 2.728
H97 4.758 -2.327 3.060

5.
Formula: C19H43P3ReS2
Source: OMol25
Level of theory: ωB97M-V with the def2-TZVPD basis set

Computed properties:
Energy above the lowest of the compared OMol25 structures with the same formula, charge and spin   0.000 eV
⟨S²⟩   3.849
Multiplicity   4
Total charge   +4
Kohn-Sham gap (alpha / beta)   4.89 / 5.06 eV
Lowest unoccupied orbital energy (alpha / beta)   -14.745 / -14.706 eV
HOMO (alpha / beta)   -0.7217 / -0.7265 hartree
Energy   -2646.88097 hartree

Atoms and positions in Å:
Re1 -0.218 -0.049 1.332
P1 -1.654 1.779 1.268
P2 -1.931 -1.404 2.239
P3 1.348 1.037 -0.073
H1 -1.161 -2.093 -0.320
C1 -0.248 -1.496 -0.246
C2 0.743 -1.857 0.782
H2 0.517 -2.717 1.414
C3 -2.732 1.811 -0.211
C4 -2.872 2.008 2.626
C5 -0.906 3.459 1.291
C6 -1.704 -3.224 2.350
C7 -2.337 -1.068 3.991
C8 -3.534 -1.363 1.331
C9 2.769 0.101 -0.769
C10 2.290 2.348 0.792
C11 0.623 1.825 -1.566
H3 0.114 -1.151 -1.219
H4 1.796 -1.775 0.511
H5 -3.364 2.704 -0.141
H6 -3.369 0.921 -0.252
H7 -2.143 1.855 -1.133
H8 -3.387 2.961 2.449
H9 -2.372 2.061 3.601
H10 -3.622 1.211 2.659
H11 -1.723 4.186 1.388
H12 -0.348 3.690 0.378
H13 -0.234 3.583 2.148
H14 -2.627 -3.668 2.747
H15 -0.878 -3.456 3.034
H16 -1.489 -3.669 1.372
H17 -3.280 -1.582 4.220
H18 -2.448 -0.003 4.205
H19 -1.543 -1.471 4.629
H20 -4.151 -2.187 1.712
H21 -3.366 -1.522 0.258
H22 -4.077 -0.422 1.459
H23 3.407 0.780 -1.352
H24 2.448 -0.721 -1.419
H25 3.366 -0.312 0.054
H26 2.948 2.825 0.056
H27 2.899 1.898 1.584
H28 1.640 3.100 1.243
H29 1.434 2.206 -2.199
H30 -0.050 2.651 -1.317
H31 0.052 1.085 -2.142
C12 2.077 -0.837 -5.672
C13 1.377 -0.515 -6.849
C14 1.228 -1.472 -7.854
C15 1.794 -2.746 -7.703
C16 2.536 -3.051 -6.557
C17 2.690 -2.096 -5.548
S1 2.210 0.299 -4.357
H32 1.255 1.184 -4.741
H33 0.959 0.485 -6.928
H34 0.671 -1.239 -8.761
H35 1.658 -3.501 -8.482
H36 2.997 -4.033 -6.441
H37 3.267 -2.299 -4.648
C18 2.093 -0.503 4.136
S2 0.900 0.566 3.281
C19 0.247 1.584 4.661
H38 2.395 -1.335 3.499
H39 1.635 -0.877 5.059
H40 2.963 0.129 4.362
H41 -0.555 1.049 5.183
H42 1.073 1.794 5.352
H43 -0.096 2.540 4.242

6.
Formula: C28H42N4OPPdS
Source: OMol25
Level of theory: ωB97M-V with the def2-TZVPD basis set

Computed properties:
Energy above the lowest of the compared OMol25 structures with the same formula, charge and spin   0.899 eV
Multiplicity   1
Total charge   -1
Kohn-Sham gap   5.43 eV
Lowest unoccupied orbital energy   2.499 eV
HOMO   -0.1079 hartree
Energy   -2253.86326 hartree

Atoms and positions in Å:
Pd1 0.706 -1.033 1.831
N1 2.310 -3.534 -0.549
C1 1.040 -3.933 -0.107
C2 0.312 -4.817 -0.914
C3 -0.916 -5.253 -0.463
C4 -1.389 -4.804 0.763
C5 -0.605 -3.911 1.474
N2 0.586 -3.477 1.040
C6 3.253 -2.664 0.010
C7 4.526 -2.626 -0.581
C8 5.475 -1.782 -0.053
C9 5.154 -1.004 1.052
C10 3.872 -1.106 1.560
N3 2.928 -1.906 1.041
H1 2.608 -3.978 -1.396
H2 0.712 -5.150 -1.866
H3 -1.503 -5.936 -1.065
H4 -2.347 -5.126 1.150
H5 -0.910 -3.482 2.426
H6 4.752 -3.258 -1.434
H7 6.466 -1.738 -0.490
H8 5.874 -0.335 1.504
H9 3.559 -0.530 2.419
C11 -1.698 4.960 1.080
C12 -0.208 4.692 1.276
C13 0.200 3.374 0.591
C14 -0.944 2.336 0.573
C15 -1.783 2.525 1.842
C16 -2.528 3.871 1.789
P1 -0.259 0.613 0.440
C17 -1.761 -0.369 -0.150
C18 -2.592 -0.943 1.018
C19 -3.805 -1.691 0.465
C20 -4.794 -0.712 -0.208
C21 -4.089 0.570 -0.672
C22 -2.700 0.257 -1.226
C23 0.723 0.684 -1.173
C24 0.209 1.515 -2.384
C25 1.351 2.095 -3.230
C26 2.428 1.037 -3.453
C27 3.077 0.624 -2.111
C28 2.204 1.005 -0.907
H10 -1.915 4.960 0.007
H11 -1.971 5.950 1.453
H12 0.003 4.639 2.349
H13 0.389 5.516 0.880
H14 1.061 2.947 1.116
H15 0.521 3.584 -0.434
H16 -1.592 2.519 -0.290
H17 -1.116 2.484 2.709
H18 -2.499 1.718 1.980
H19 -2.768 4.192 2.807
H20 -3.481 3.742 1.267
H21 -1.260 -1.235 -0.595
H22 -2.946 -0.154 1.686
H23 -1.961 -1.572 1.634
H24 -4.308 -2.246 1.261
H25 -3.454 -2.432 -0.264
H26 -5.598 -0.452 0.487
H27 -5.270 -1.193 -1.069
H28 -3.990 1.271 0.166
H29 -4.697 1.076 -1.428
H30 -2.269 1.156 -1.656
H31 -2.817 -0.448 -2.058
H32 0.700 -0.379 -1.445
H33 -0.446 2.329 -2.067
H34 -0.392 0.868 -3.029
H35 1.792 2.962 -2.724
H36 0.960 2.458 -4.184
H37 3.185 1.399 -4.153
H38 1.958 0.167 -3.925
H39 4.062 1.090 -2.009
H40 3.244 -0.457 -2.097
H41 2.326 2.067 -0.685
H42 2.527 0.463 -0.021
O1 1.685 -0.828 5.350
S1 1.139 -1.657 4.244
N4 -0.291 -1.563 3.827